Entry from the OMol25 dataset: C30H21Cl3N6O4Ti as an isolated structure (ωB97M-V/def2-TZVPD).

Last column: Mulliken charge in e.
Positions of all 65 atoms, in Å:
O -0.33092 2.20252 0.95009  0.09
H -2.16714 -0.61663 4.33496  0.53
N 0.62406 0.59746 -1.13371  0.55
H -2.41102 -3.98151 -2.75542  0.52
C -0.04973 -2.77984 -3.43964  -0.63
H -3.28114 -1.15718 0.35048  0.73
H 1.66622 2.30039 -0.73063  0.53
C 2.35344 0.13539 -3.24633  -0.61
N 1.92492 -2.54230 -4.77649  1.07
C -2.63444 -1.54277 -0.42772  -0.77
C -0.40259 5.56411 2.27038  -0.57
C -0.19169 4.51424 1.39820  -0.77
O 1.60823 0.06977 1.38074  -0.67
H -0.22828 -3.66801 -4.02871  0.63
H 2.09447 -4.25569 0.12392  0.47
C -1.28548 1.64840 3.56688  -0.11
H 4.03189 0.28346 0.48645  0.53
O 1.54456 -3.51892 -5.37671  -0.64
H 5.28923 -1.52400 -0.62940  0.44
O 3.01892 -2.03582 -4.89647  -0.61
Cl -2.05738 3.90743 -2.00100  -0.08
C 1.58720 1.45461 -1.40215  -0.42
H 3.04267 -0.03408 -4.05419  0.61
H 4.31314 -3.79173 -0.86076  0.45
C 1.76120 -2.22776 0.75281  0.54
H 0.44207 -3.55991 1.87280  0.46
H 0.20731 4.67775 0.40586  0.43
C -1.27571 -0.68614 3.70834  -0.93
C -3.20089 1.97419 -0.63879  -0.17
H 3.22857 1.99838 -2.67233  0.49
H -0.40634 -0.82511 4.35553  0.37
C -0.68761 -1.30061 -1.61435  -0.97
C 3.74875 -3.00290 -0.38416  -0.87
Ti -0.26777 0.34688 0.88862  -0.25
C 1.33204 -0.79964 -2.97646  0.91
C 2.50734 -3.25292 0.15276  -0.60
H -0.15483 6.57026 1.95706  0.43
N -1.49482 -0.89592 -0.60446  1.29
Cl -2.77477 1.33841 -3.14539  -0.08
C -0.50399 3.21135 1.79035  0.19
C -1.37033 -1.86758 2.75281  -0.85
H -2.34561 -1.87033 2.25970  0.15
C -1.23046 4.06537 3.93810  -0.82
C -0.97239 -2.41174 -2.40357  1.36
C -1.02267 2.98027 3.07512  0.75
C -2.16473 -3.11060 -2.16111  -0.85
C 4.29346 -1.71950 -0.25065  -0.46
C 1.03374 -2.02457 -3.69307  -0.59
C 2.45849 1.26663 -2.47536  -1.08
N -3.09468 1.47661 0.38764  -0.38
C -0.92799 5.34973 3.54541  -0.83
C 2.29387 -0.91260 0.84404  0.76
H -1.24641 -2.81574 3.28170  0.42
H -1.66266 1.60223 4.59189  0.31
H -1.62886 3.87706 4.92836  0.41
C 3.60027 -0.70178 0.36679  -0.34
H -3.96050 -3.13777 -0.98506  0.48
N -1.07712 0.55157 2.93673  0.38
N -0.33068 -1.65935 1.76514  0.39
C 0.54883 -2.54200 1.48630  -0.52
C 0.47452 -0.49141 -1.91227  0.09
C -3.01597 -2.65356 -1.18570  -1.36
C -3.22719 2.58930 -1.97039  0.73
H -1.08895 6.18096 4.21683  0.41
Cl -4.85567 3.18321 -2.29032  -0.08

Forces on atoms 1 to 3 (eV/Å):
O 0.104 0.399 0.015
H 0.006 -0.022 0.017
N 0.103 -0.161 -0.103

## Properties
Lowest unoccupied orbital energy (alpha / beta), eV: -3.77 / -3.77
Net charge: +1
<S²>: 0.754
Kohn-Sham gap (alpha / beta), eV: 6.13 / 7.02
Spin multiplicity: 2

=====

Entry from the OMol25 dataset: C30H22BN6O4S2Ti as an isolated structure (ωB97M-V/def2-TZVPD).

Last column: Mulliken charge in e.
Positions of all 66 atoms, in Å:
O 1.10066 -1.24773 2.07549  -0.72
N -2.17694 1.54977 -0.47071  0.84
C 4.22646 -2.45863 0.88609  -1.03
H 1.08856 2.78587 -0.87741  0.60
B 1.32076 -0.37773 1.00919  1.58
H -0.65214 3.62517 3.61649  0.54
H -1.00514 3.00257 -4.16781  0.62
H 4.93746 -2.16853 0.13109  0.54
H -1.47474 1.20887 3.62339  0.47
N 0.04586 2.00137 0.73609  0.67
H 2.56886 -4.33523 -2.40701  0.50
C -2.65024 3.39787 -1.92431  -0.77
C -0.42064 2.24127 1.99289  1.12
C -1.91764 2.25987 -1.58671  0.74
C 3.08246 -1.71933 1.12419  0.75
C -1.11474 1.15927 2.59979  -1.00
C 4.39486 -3.61103 1.64309  -0.49
H -2.27744 -2.32873 4.14819  0.24
C -2.51084 -1.77293 1.53139  0.54
H -3.17634 -3.84373 4.44089  0.40
C 0.68726 2.99607 0.10959  -0.35
O 2.56896 -0.63843 0.45599  -0.63
H -2.42284 3.95057 -2.82321  0.49
C 1.93396 -3.57983 -1.97221  -0.81
C 0.60096 -0.11783 -2.62331  0.47
H 0.46516 5.48377 2.38719  0.47
C -3.67674 3.80247 -1.09071  -0.75
H -0.06384 -2.97343 0.68009  0.41
C 1.25166 -3.82093 -0.78571  -0.98
N -0.26574 0.61177 -1.89721  0.95
H 1.64586 -3.49713 3.65149  0.53
S -3.33944 -3.15073 2.17129  0.01
C 2.36076 -3.21923 2.89539  -0.79
H -4.05674 -2.30293 4.30639  0.28
C 0.75396 1.84397 -5.96171  0.29
C -0.53774 2.14137 -3.71141  -0.93
H 2.25456 -2.15433 -3.53981  0.51
H -4.25754 4.67887 -1.33071  0.49
C 0.36156 4.50787 1.94139  -0.51
S -2.46984 -1.56223 -0.17011  -0.43
C 0.47006 -2.81433 -0.25091  -0.07
N -2.00314 -0.90693 2.37929  -1.97
C -0.86024 1.69187 -2.43311  0.40
C 0.85206 4.25167 0.65859  -0.96
Ti -0.54424 0.09537 0.02759  -0.53
C 2.17446 -2.09373 2.11999  0.39
C -3.18904 1.92747 0.30309  0.01
H -4.76784 3.31807 0.70029  0.48
H -3.40724 1.30277 1.16279  0.42
C 3.48226 -3.98443 2.62129  -0.65
C -3.96344 3.04597 0.03789  -1.05
O 1.39146 0.96647 -6.51161  -0.67
O 0.27466 2.92057 -6.25641  -0.68
H 3.64116 -4.89693 3.17359  0.42
H 5.24896 -4.24483 1.46519  0.43
N -1.32464 0.10427 1.85759  1.59
H 1.35466 5.02677 0.10449  0.52
C 0.95766 -1.39183 -1.99971  0.34
C -3.19694 -2.87083 3.96279  -0.78
H 1.66206 -0.27503 -4.52481  0.68
C 0.41876 1.43647 -4.43011  -0.56
N 0.33376 -1.61543 -0.82191  0.72
C 1.77416 -2.35313 -2.59431  -0.63
C 0.97486 0.28117 -3.90401  -1.18
C -0.25734 3.48557 2.62279  -1.03
H 1.31996 -4.77473 -0.28761  0.52

Forces on atoms 1 to 3 (eV/Å):
O -0.282 0.338 0.478
N 0.019 0.482 -0.253
C -0.244 0.335 -0.117

## Properties
Lowest unoccupied orbital energy, eV: -5.01
Net charge: +1
Kohn-Sham gap, eV: 5.26

=====

Entry from the OMol25 dataset: C30H22Br2ClN3O2S2Tc as an isolated structure (ωB97M-V/def2-TZVPD).

Last column: Mulliken charge in e.
Positions of all 63 atoms, in Å:
C -1.46325 2.68690 -3.69891  -1.35
H -3.44567 -0.79483 3.34234  0.33
C 2.02707 -3.27339 -4.20676  -0.81
H 2.89698 -1.91810 -5.58796  0.40
C 1.87493 -0.86155 -4.00673  -0.26
C -0.08117 0.94215 -2.84046  -0.46
H 1.47624 2.73389 4.10108  0.46
H 1.51571 2.96948 0.36567  0.23
C 2.30144 -1.60495 1.32726  0.97
C 1.67260 -0.60946 3.54030  0.74
C -3.27914 2.28602 2.89603  -1.67
C -2.34215 3.74238 -3.63940  -0.03
C -2.21717 3.69056 -1.25834  -0.57
C 0.26760 -4.65531 -1.22153  -1.05
H 1.34214 0.59158 5.31447  0.38
C 1.82662 -0.50579 2.14691  0.99
C 1.82754 3.09291 1.40031  -1.44
C 2.51383 -2.80227 2.00299  -0.58
N 1.68356 0.69148 1.48016  -0.22
H -4.62724 -0.01264 2.28326  0.42
N 0.54606 0.08799 -2.10617  0.17
H -2.51216 4.08321 -0.29661  0.49
H -0.00533 -5.58124 -0.73572  0.38
H -1.18521 2.28845 -4.66621  0.47
O -0.74356 2.09509 -0.19346  0.49
H 1.27995 3.91443 1.85816  0.39
H 2.36069 -4.15770 -4.73519  0.41
H 1.23040 -5.58092 -2.88222  0.43
N 0.27671 -2.27470 -1.11383  0.46
S -1.62953 -0.79802 0.55390  -0.33
C -0.92741 2.09475 -2.54535  0.86
C 2.32012 -2.02682 -4.67925  -0.90
C 0.94727 -4.65236 -2.40158  -0.74
S -1.20379 2.62338 1.32138  -0.30
Br 1.57559 -2.11821 5.98502  -0.23
C 2.26161 -2.94484 3.37040  -0.50
Tc 0.62846 -0.44978 -0.14158  0.14
H -4.04258 2.88021 2.38615  0.27
C -2.42731 1.51493 1.91138  0.46
C -1.31808 2.63336 -1.31089  0.41
C 1.84601 -1.87770 4.12431  -0.24
C -0.03790 -3.43175 -0.58527  0.01
H 2.89118 3.34893 1.40496  0.40
C 1.30085 -3.41771 -2.99775  0.92
H -0.53425 -3.39450 0.37728  0.39
C 1.15421 -0.98040 -2.85676  -0.74
H 2.11595 0.11722 -4.40201  0.63
C 0.90581 -2.26091 -2.32589  0.64
H -3.76521 1.61630 3.60072  0.43
C -2.73288 4.25026 -2.41297  -0.79
Br 3.23222 -4.26012 1.04527  -0.16
H -0.04656 0.72926 -3.90580  0.43
H 2.42663 -3.90433 3.84057  0.44
C 1.65405 1.81090 2.15423  0.59
O 2.51861 -1.39058 0.05912  -0.83
C 1.54675 1.79218 3.57174  -0.96
C -3.68772 -0.56659 2.30113  -1.86
C 1.47823 0.61268 4.24173  -0.69
C -2.55712 0.21014 1.64835  1.06
Cl -2.97345 4.42540 -5.10995  -0.23
H -2.67356 2.98241 3.48610  0.39
H -3.83790 -1.50948 1.78072  0.45
H -3.42631 5.07813 -2.35885  0.44

Forces on atoms 1 to 3 (eV/Å):
C 0.022 -0.064 -0.084
H 0.008 -0.002 -0.006
C -0.011 -0.005 0.060

## Properties
Lowest unoccupied orbital energy (alpha / beta), eV: -0.62 / -0.75
<S²>: 0.761
Kohn-Sham gap (alpha / beta), eV: 5.78 / 5.51
Spin multiplicity: 2

=====

Number 1: energy -4015.2238 hartree. Number 2: energy -3456.5349 hartree. Number 3: energy -7956.5305 hartree.